(1)
111
Properties=species:S:1:pos:R:3:mulliken_charge:R:1 method="wB97M-V/def2-TZVPD" homo_lumo_gap_ha=0.0424 e_lumo_ev=-8.37 charge=+1 homo_energy_ev=-9.5
Ca -6.979 -29.815 -20.549 1.5808
Hg -4.656 -24.217 -24.933 0.0118
C -9.490 -35.979 -23.102 -0.8382
C -9.217 -34.466 -22.975 0.7069
O -9.729 -33.741 -22.150 -0.6244
O -8.261 -34.057 -23.648 -0.5629
H -8.970 -36.601 -22.374 0.2497
H -9.371 -36.336 -24.125 0.2716
H -10.493 -36.210 -22.742 0.2955
C -2.569 -20.244 -19.025 0.0431
O -2.232 -18.781 -18.940 -0.2654
O -3.046 -20.702 -20.308 -0.4280
C -1.153 -20.896 -18.613 0.7346
F -0.862 -20.610 -17.322 -0.2126
F -1.534 -22.224 -18.457 -0.2676
F -0.113 -20.933 -19.517 -0.2126
C -3.339 -18.020 -18.469 -0.2172
C -2.804 -16.635 -18.391 -1.1650
H -2.244 -16.265 -17.533 0.3053
H -2.146 -16.470 -19.245 0.3083
H -3.715 -16.040 -18.452 0.3351
H -3.757 -18.248 -17.489 0.3344
H -4.273 -17.971 -19.031 0.3138
H -3.166 -20.520 -18.155 0.2992
C -11.346 -26.574 -22.668 -1.0944
C -10.250 -25.533 -22.527 0.5983
C -10.338 -24.576 -21.365 -1.1285
O -8.994 -26.055 -22.677 -0.4986
H -12.274 -26.030 -22.495 0.3246
H -11.406 -27.325 -21.880 0.3404
H -11.210 -26.935 -23.687 0.2793
H -10.449 -24.958 -23.431 0.1815
H -9.497 -23.907 -21.547 0.2929
H -10.308 -25.068 -20.393 0.2744
H -11.218 -23.953 -21.205 0.3768
C -15.070 -21.604 -16.056 -1.2244
C -16.671 -21.520 -15.927 0.3635
C -17.411 -21.211 -17.283 -1.2388
O -17.052 -22.803 -15.644 -0.5382
H -14.563 -21.390 -15.115 0.3241
H -14.820 -20.742 -16.675 0.3263
H -14.538 -22.440 -16.511 0.3277
H -17.121 -20.858 -15.186 0.3630
H -17.378 -20.193 -17.671 0.3526
H -18.470 -21.469 -17.269 0.3045
H -16.806 -21.711 -18.041 0.3112
H -17.718 -22.743 -14.956 0.3286
C -14.411 -25.539 -31.925 -1.1741
C -14.426 -24.224 -32.761 0.4109
C -14.811 -24.451 -34.292 -0.6251
O -13.929 -25.535 -34.720 -0.3837
C -12.602 -25.292 -35.136 -0.6143
N -15.306 -23.201 -32.238 -0.6916
H -13.943 -26.351 -32.482 0.2989
H -15.461 -25.808 -31.814 0.3071
H -13.948 -25.613 -30.941 0.3184
H -13.424 -23.812 -32.643 0.2244
H -14.634 -23.569 -34.908 0.3405
H -15.833 -24.787 -34.461 0.2922
H -12.570 -24.310 -35.607 0.2991
H -12.401 -26.114 -35.823 0.2224
H -11.978 -25.301 -34.241 0.2439
H -16.192 -23.681 -32.174 0.2844
H -15.401 -22.337 -32.752 0.2466
C -5.277 -27.037 -14.852 -1.4230
C -6.007 -27.924 -15.899 0.3093
C -7.448 -28.227 -15.539 -0.7699
O -8.138 -28.901 -16.583 -0.3549
C -9.576 -29.146 -16.398 -0.7363
N -6.004 -27.236 -17.202 -0.5979
H -4.995 -27.581 -13.950 0.3487
H -5.863 -26.178 -14.526 0.3573
H -4.381 -26.555 -15.242 0.4031
H -5.363 -28.740 -16.227 0.2860
H -7.923 -27.266 -15.341 0.3993
H -7.561 -28.746 -14.587 0.4609
H -10.224 -28.521 -17.012 0.2793
H -9.704 -29.026 -15.322 0.3177
H -9.882 -30.179 -16.561 0.2807
H -6.420 -26.322 -17.093 0.2250
H -5.097 -27.003 -17.580 0.2718
C -16.997 -32.758 -24.005 -0.7127
C -17.902 -33.915 -23.300 -0.5699
C -18.333 -34.916 -24.380 -0.5756
S -17.504 -34.302 -25.960 1.0366
O -18.438 -34.389 -27.068 -0.6534
O -16.209 -34.877 -26.206 -0.6138
C -17.299 -32.570 -25.462 -0.6272
H -15.952 -33.062 -24.059 0.3073
H -17.108 -31.813 -23.472 0.3885
H -18.823 -33.406 -23.016 0.2640
H -17.406 -34.395 -22.457 0.3123
H -19.414 -34.863 -24.515 0.3415
H -18.080 -35.960 -24.190 0.3664
H -18.206 -31.971 -25.538 0.3151
H -16.653 -32.025 -26.150 0.4208
C -5.954 -31.715 -30.217 -0.5737
C -7.428 -31.469 -30.323 -0.5363
C -7.704 -30.159 -29.674 -0.7648
S -6.333 -29.028 -30.058 1.0281
O -6.117 -28.118 -28.917 -0.6397
O -6.670 -28.485 -31.351 -0.6201
C -5.117 -30.399 -30.043 -0.5863
H -5.561 -32.204 -31.108 0.2591
H -5.836 -32.351 -29.339 0.3021
H -7.983 -32.354 -30.011 0.3404
H -7.743 -31.293 -31.352 0.2881
H -7.516 -30.285 -28.608 0.3074
H -8.640 -29.613 -29.795 0.4784
H -4.793 -30.518 -29.009 0.2886
H -4.210 -30.287 -30.636 0.4287



(2)
107
Properties=species:S:1:pos:R:3:mulliken_charge:R:1 method="wB97M-V/def2-TZVPD" homo_lumo_gap_ha=0.1914 e_lumo_ev=1.52 charge=-1 homo_energy_ev=-3.7
C 4.298 -1.621 1.363 -0.0460
C 3.551 -1.307 0.477 -0.5276
C 2.660 -1.026 -0.652 -0.0131
C 3.119 0.135 -1.570 -0.5873
C 4.041 1.163 -0.913 -1.1844
Ga 3.149 2.422 0.422 0.0355
C 1.283 1.836 1.042 -0.2394
C 0.123 2.637 0.382 -0.5125
C -1.181 1.840 0.386 0.1037
O -1.930 2.087 -0.833 -0.3450
C -3.016 1.344 -0.993 0.7914
C -3.660 1.520 -2.347 -1.0989
O -3.478 0.609 -0.158 -0.6112
P 3.049 4.631 -0.477 0.2338
N 4.537 5.280 -0.483 -0.7130
H 4.797 -1.948 2.236 0.4938
H 2.603 -1.922 -1.249 0.4636
H 1.650 -0.872 -0.283 -0.3179
H 3.629 -0.329 -2.418 0.4272
H 2.228 0.609 -1.975 0.2576
H 4.908 0.705 -0.446 0.4413
H 4.433 1.796 -1.716 0.5331
H 4.092 2.525 1.724 -0.3315
H 1.235 2.030 2.115 0.4426
H 1.085 0.771 0.913 -0.1738
H 0.373 2.944 -0.630 0.2777
H -0.044 3.511 1.005 0.1489
H -1.007 0.775 0.485 -0.1465
H -1.781 2.141 1.242 0.2671
H -4.457 2.247 -2.219 0.3020
H -2.954 1.846 -3.098 0.3004
H -4.114 0.575 -2.617 0.3297
H 2.565 4.660 -1.827 -0.0408
H 2.167 5.465 0.265 0.0139
H 4.541 6.124 0.078 0.0232
C -1.118 -1.901 -3.768 -0.9726
C 0.365 -2.106 -3.937 0.6486
O 1.118 -2.048 -2.981 -0.5632
N 0.843 -2.353 -5.189 -0.1918
C 0.100 -2.454 -6.428 -0.8918
H -1.311 -1.717 -2.716 0.0460
H -1.459 -1.040 -4.347 0.3659
H -1.674 -2.789 -4.069 0.3634
H 1.843 -2.474 -5.218 0.2458
H 0.245 -3.441 -6.873 0.2820
H 0.450 -1.701 -7.137 0.2815
H -0.959 -2.304 -6.254 0.3483
C 4.308 8.312 -1.758 -1.2776
C 3.522 9.063 -0.712 0.9196
O 2.490 8.641 -0.225 -0.6540
N 4.035 10.265 -0.304 -0.2276
C 5.250 10.917 -0.757 -0.8283
H 3.818 7.367 -1.965 0.1529
H 4.367 8.899 -2.678 0.4524
H 5.313 8.093 -1.394 0.3732
H 3.483 10.726 0.404 0.2304
H 5.920 11.062 0.095 0.2664
H 5.003 11.897 -1.170 0.3131
H 5.758 10.331 -1.515 0.3094
C -1.309 -4.904 0.667 -1.3196
C -1.984 -3.727 0.006 0.9463
O -2.591 -3.842 -1.054 -0.7059
N -1.891 -2.527 0.627 -0.0056
C -1.213 -2.208 1.871 -0.7812
H -1.468 -5.788 0.061 0.3077
H -0.236 -4.730 0.759 0.3593
H -1.732 -5.083 1.656 0.2867
H -2.360 -1.778 0.143 0.1198
H -1.931 -1.803 2.587 0.2727
H -0.443 -1.457 1.692 0.1304
H -0.748 -3.092 2.294 0.4252
C -4.109 -8.580 1.181 -1.1671
C -3.105 -7.893 2.074 0.7115
O -1.905 -7.925 1.847 -0.6812
N -3.580 -7.216 3.154 -0.1477
C -4.957 -7.057 3.582 -0.5177
H -3.563 -9.060 0.373 0.3961
H -4.668 -9.334 1.730 0.3537
H -4.804 -7.856 0.758 0.2296
H -2.855 -6.781 3.701 0.2456
H -5.218 -5.997 3.605 0.2844
H -5.083 -7.465 4.587 0.2687
H -5.634 -7.573 2.910 0.0701
C -8.304 -8.521 -0.093 -1.3423
C -7.877 -9.440 1.026 0.7512
O -7.090 -9.084 1.889 -0.6119
N -8.398 -10.694 1.043 -0.1743
C -9.334 -11.292 0.110 -0.8629
H -7.803 -7.567 0.034 0.2879
H -8.025 -8.938 -1.061 0.3604
H -9.382 -8.358 -0.068 0.4154
H -8.071 -11.254 1.814 0.2409
H -10.240 -11.599 0.636 0.2866
H -8.888 -12.173 -0.354 0.2892
H -9.605 -10.588 -0.669 0.3224
C 6.520 9.572 4.667 -1.3797
C 5.624 9.848 3.482 0.8969
O 4.725 10.677 3.534 -0.6612
N 5.854 9.143 2.349 0.0276
C 6.870 8.135 2.099 -0.8975
H 6.212 10.211 5.488 0.3069
H 6.435 8.531 4.979 0.3608
H 7.561 9.789 4.422 0.3452
H 5.218 9.371 1.600 0.0261
H 7.507 8.449 1.270 0.2618
H 6.397 7.190 1.826 0.3032
H 7.487 7.979 2.977 0.3757



(3)
132
Properties=species:S:1:pos:R:3:mulliken_charge:R:1 method="wB97M-V/def2-TZVPD" homo_lumo_gap_ha=0.3070 e_lumo_ev=-0.17 relative_energy_kcal_mol=0.0 charge=0 homo_energy_ev=-8.5
C -31.517 28.055 -26.406 -0.6411
C -32.851 28.664 -26.851 0.4806
N -32.905 28.724 -28.321 1.6341
C -34.175 29.332 -28.709 0.3374
C -34.239 30.825 -28.398 -1.6540
C -32.815 27.402 -28.929 -0.7990
C -31.896 27.376 -30.156 -0.4956
H -31.533 27.034 -25.997 0.6491
H -31.153 28.549 -25.496 -0.3032
H -30.744 27.957 -27.168 0.1754
H -33.646 28.039 -26.429 -1.0134
H -32.864 29.674 -26.457 0.2037
H -34.348 29.195 -29.783 -0.2840
H -35.059 28.808 -28.307 0.0285
H -33.401 31.317 -28.896 0.1443
H -35.097 31.285 -28.897 0.6506
H -34.284 30.997 -27.327 0.3342
H -33.746 26.911 -29.245 0.0903
H -32.414 26.672 -28.222 0.4194
H -32.316 27.974 -30.966 -0.0108
H -31.782 26.319 -30.395 0.4399
H -30.954 27.821 -29.827 -0.2096
C -27.693 23.725 -23.219 -1.1844
C -27.735 23.266 -24.669 -0.4777
N -27.300 24.332 -25.572 0.1830
C -28.440 25.201 -25.868 -0.8178
C -28.010 26.484 -26.578 -0.8913
C -26.784 23.726 -26.798 -0.5375
C -25.308 23.344 -26.697 -1.2457
H -28.162 23.007 -22.542 0.4039
H -28.230 24.667 -23.085 0.1898
H -26.677 23.887 -22.860 0.2911
H -27.069 22.405 -24.757 0.4889
H -28.748 22.908 -24.909 0.3343
H -29.170 24.643 -26.484 0.3865
H -29.016 25.429 -24.971 0.4726
H -28.588 27.301 -26.142 -0.4264
H -26.975 26.707 -26.298 0.4907
H -28.039 26.502 -27.664 0.6086
H -26.880 24.410 -27.642 0.4017
H -27.368 22.835 -27.081 0.4140
H -25.090 22.657 -27.517 0.3830
H -25.007 22.920 -25.742 0.3121
H -24.714 24.242 -26.874 0.2784
C -29.425 31.141 -27.568 -0.2763
C -30.169 31.260 -28.875 0.5112
O -29.275 30.649 -29.848 -0.2967
S -28.019 29.974 -29.159 1.0491
O -26.904 30.836 -29.180 -0.6181
O -27.874 28.641 -29.603 -0.5716
O -28.682 29.927 -27.680 -0.0444
H -30.132 31.054 -26.744 0.0456
H -28.734 31.966 -27.383 0.3370
H -30.269 32.285 -29.229 0.3135
H -31.123 30.733 -28.893 -0.4751
C -27.949 28.691 -23.491 0.5321
C -27.061 29.964 -23.387 -0.2902
O -26.819 30.162 -21.987 -0.4022
S -28.026 29.487 -21.195 0.9910
O -29.278 30.137 -21.386 -0.4099
O -27.561 29.218 -19.897 -0.6103
O -28.010 28.204 -22.135 -0.3444
H -27.508 27.875 -24.054 0.0960
H -28.917 28.985 -23.891 -0.2455
H -27.685 30.797 -23.724 0.2310
H -26.129 30.002 -23.939 0.3721
C -36.250 27.757 -34.291 -0.3917
C -34.770 28.073 -34.048 -0.0341
O -34.751 28.236 -32.637 -0.1543
S -35.549 26.988 -32.008 1.0776
O -36.117 27.414 -30.797 -0.4627
O -34.712 25.849 -32.080 -0.5603
O -36.661 26.991 -33.160 -0.3525
H -36.421 27.163 -35.185 0.3158
H -36.765 28.716 -34.341 0.2876
H -34.503 28.985 -34.583 0.3254
H -34.044 27.335 -34.400 -0.0974
C -32.702 30.821 -20.951 -0.3578
C -32.974 29.402 -21.414 -0.4188
O -32.244 29.306 -22.625 -0.2819
S -32.279 30.686 -23.405 1.1855
O -33.368 30.711 -24.308 -0.4999
O -30.981 30.982 -23.880 -0.4759
O -32.639 31.603 -22.151 -0.3383
H -31.775 30.866 -20.379 0.2448
H -33.492 31.247 -20.336 0.3534
H -34.030 29.147 -21.516 0.2932
H -32.590 28.726 -20.650 0.3452
C -30.901 26.337 -34.661 -0.1766
C -31.193 25.795 -33.239 0.3948
O -31.437 24.401 -33.420 -0.4230
S -32.056 24.163 -34.847 1.0890
O -33.412 24.581 -34.887 -0.4732
O -31.693 22.882 -35.307 -0.5939
O -31.172 25.273 -35.572 -0.3686
H -29.910 26.786 -34.744 0.3344
H -31.543 27.158 -34.995 0.1604
H -32.176 26.203 -32.976 -0.3664
H -30.505 26.167 -32.490 0.4659
C -31.321 32.458 -32.730 -0.3017
C -31.900 31.092 -32.481 0.3713
O -30.795 30.249 -32.792 -0.0769
S -30.000 30.820 -34.079 0.9810
O -30.531 30.253 -35.245 -0.5456
O -28.632 30.824 -33.812 -0.5123
O -30.615 32.301 -33.943 -0.3994
H -30.593 32.616 -31.918 0.2497
H -31.994 33.303 -32.617 0.4004
H -32.726 30.883 -33.170 0.0980
H -32.235 30.914 -31.463 -0.2641
C -37.049 27.126 -24.990 -0.3288
C -37.674 25.721 -25.168 -0.3729
O -36.741 24.980 -25.965 -0.3941
S -35.717 25.952 -26.712 1.1724
O -36.362 26.452 -27.871 -0.5120
O -34.438 25.381 -26.817 -0.5531
O -35.746 27.010 -25.533 -0.2053
H -36.964 27.416 -23.949 0.3079
H -37.627 27.844 -25.573 0.2497
H -38.589 25.725 -25.756 0.2712
H -37.807 25.213 -24.216 0.2701
C -32.553 35.328 -25.538 -0.2639
C -33.206 33.972 -25.198 0.1955
O -33.975 33.577 -26.315 -0.2398
S -33.718 34.451 -27.622 0.9801
O -34.950 34.878 -28.154 -0.5866
O -32.786 33.779 -28.442 -0.3533
O -32.995 35.639 -26.860 -0.3841
H -31.471 35.249 -25.528 0.2758
H -32.975 36.104 -24.907 0.2743
H -33.863 34.034 -24.327 0.2931
H -32.479 33.234 -24.853 -0.2708



(4)
108
Properties=species:S:1:pos:R:3:mulliken_charge:R:1 method="wB97M-V/def2-TZVPD" homo_lumo_gap_ha=0.3380 e_lumo_ev=0.27 smiles="O=C1C[C@H](P(O)O)CO1.COCCOCCOC.COCCOCCOC.COCCOCCOC.COCCOCCOC" charge=0 homo_energy_ev=-8.9
O 7.582 0.724 -2.706 -0.5186
C 6.453 1.172 -2.932 0.4497
C 5.280 0.187 -3.490 -0.6521
C 4.056 1.055 -2.917 0.1230
P 2.399 0.413 -3.566 0.1666
O 1.627 -0.246 -2.153 -0.4553
O 1.359 1.692 -4.050 -0.4870
C 4.545 2.531 -3.248 -0.4189
O 5.931 2.485 -2.730 -0.3526
H 5.375 0.070 -4.619 0.3756
H 5.394 -0.758 -2.851 0.3041
H 4.046 0.892 -1.779 0.2720
H 1.909 0.370 -1.437 0.3346
H 0.507 1.530 -3.576 0.3210
H 4.723 2.850 -4.320 0.2788
H 3.969 3.249 -2.580 0.2670
C -2.196 -2.500 -6.623 -0.7781
O -2.483 -2.669 -5.247 -0.2812
C -1.431 -2.213 -4.403 -0.5292
C -1.990 -1.575 -3.135 -0.3110
O -2.581 -0.290 -3.336 -0.4526
C -3.832 -0.259 -4.027 -0.4143
C -4.994 -0.855 -3.241 -0.3028
O -4.915 -2.276 -3.232 -0.3026
C -5.412 -2.846 -2.036 -0.7432
H -1.409 -3.195 -6.932 0.3281
H -3.103 -2.713 -7.188 0.2365
H -1.893 -1.470 -6.835 0.3442
H -0.801 -1.481 -4.922 0.3248
H -0.824 -3.084 -4.136 0.3585
H -1.145 -1.401 -2.458 0.4518
H -2.669 -2.244 -2.608 0.0763
H -3.743 -0.706 -5.017 0.1124
H -4.048 0.803 -4.182 0.4360
H -5.940 -0.582 -3.721 0.4654
H -4.983 -0.456 -2.220 0.0777
H -4.942 -2.392 -1.159 0.3120
H -5.173 -3.909 -2.039 0.2632
H -6.500 -2.726 -1.983 0.3116
C -7.331 0.423 5.436 -0.7440
O -6.383 0.574 4.394 -0.2472
C -5.738 -0.649 4.053 -0.5361
C -5.478 -0.725 2.552 -0.3102
O -6.647 -0.954 1.765 -0.4691
C -7.567 0.134 1.658 -0.3001
C -7.046 1.315 0.848 -0.2968
O -6.094 2.058 1.602 -0.2526
C -5.081 2.631 0.798 -0.7043
H -6.819 0.223 6.383 0.2060
H -7.894 1.352 5.522 0.2293
H -8.034 -0.384 5.210 0.4018
H -6.346 -1.510 4.354 0.3869
H -4.784 -0.677 4.591 0.2950
H -4.836 -1.596 2.375 0.4023
H -4.922 0.139 2.191 0.1386
H -7.922 0.443 2.641 0.0632
H -8.433 -0.274 1.128 0.4293
H -7.874 1.991 0.609 0.4073
H -6.604 0.947 -0.085 0.0915
H -4.614 1.878 0.156 0.2437
H -4.315 3.041 1.455 0.2400
H -5.495 3.440 0.186 0.3323
C 13.424 -1.081 -8.079 -0.8039
O 12.620 -0.061 -7.516 -0.2710
C 11.837 0.625 -8.488 -0.5679
C 10.472 0.998 -7.920 -0.2764
O 9.578 -0.105 -7.769 -0.4763
C 9.875 -1.032 -6.723 -0.3813
C 9.685 -0.472 -5.318 -0.3297
O 10.752 0.407 -4.983 -0.3157
C 10.345 1.468 -4.139 -0.6665
H 14.230 -0.641 -8.674 0.3300
H 13.856 -1.661 -7.264 0.2293
H 12.823 -1.755 -8.699 0.3572
H 11.696 0.009 -9.383 0.3556
H 12.380 1.537 -8.761 0.3839
H 9.988 1.664 -8.644 0.4137
H 10.557 1.567 -6.995 0.0827
H 10.866 -1.466 -6.854 0.1035
H 9.158 -1.850 -6.852 0.4344
H 9.694 -1.291 -4.591 0.4277
H 8.720 0.045 -5.262 0.1530
H 9.482 1.994 -4.556 0.2924
H 11.170 2.178 -4.060 0.2706
H 10.105 1.088 -3.141 0.2577
C -1.778 -0.944 8.830 -0.7805
O -2.544 0.095 9.409 -0.2801
C -3.295 0.829 8.447 -0.3486
C -4.648 1.243 9.016 -0.4016
O -5.583 0.169 9.142 -0.4195
C -5.317 -0.786 10.171 -0.3365
C -5.486 -0.244 11.586 -0.6093
O -4.389 0.593 11.935 -0.2694
C -4.757 1.651 12.798 -0.8034
H -0.952 -0.524 8.247 0.3311
H -1.371 -1.556 9.635 0.2324
H -2.400 -1.583 8.195 0.3372
H -3.456 0.236 7.539 0.1682
H -2.717 1.724 8.193 0.3857
H -5.103 1.940 8.302 0.4712
H -4.548 1.790 9.952 0.0983
H -4.342 -1.251 10.031 0.1222
H -6.061 -1.576 10.029 0.4259
H -5.504 -1.076 12.298 0.3967
H -6.433 0.304 11.652 0.3634
H -5.603 2.214 12.392 0.3600
H -3.908 2.329 12.887 0.2310
H -5.008 1.262 13.791 0.3247